1.
Computed, not measured: a cluster of 11 separate species, C16H53F3N9O13S in total in a non-equilibrium geometry, with ωB97M-V with the def2-TZVPD basis set.

XYZ file:
```
95
Properties=species:S:1:pos:R:3:forces:R:3:lowdin_charge:R:1
C -4.4842 -6.8104 -6.8998 -0.82 1.20 -0.37 -0.13
H -0.2316 0.4239 6.9590 -0.32 -0.39 0.56 0.11
H 5.3579 3.3632 0.9973 0.50 -0.84 0.46 0.12
H -2.1979 -7.4186 -5.5351 -0.05 0.23 -0.44 0.12
H 4.4448 -3.5147 -2.8308 -0.35 0.28 0.32 0.02
H -1.7589 -6.9463 -1.9773 0.31 -0.26 0.34 0.06
H 6.2356 -1.0885 -7.0351 0.31 -0.70 0.57 0.11
O 1.1207 7.9896 2.6206 -0.48 -0.07 0.38 -0.17
O 5.0982 -4.0703 -3.2557 0.36 0.07 -0.26 -0.06
C -3.1062 -7.2476 -4.9573 -1.49 0.98 0.73 -0.17
C -2.7355 -6.5598 -3.6403 2.06 -0.21 0.63 -0.41
H -4.5000 -0.1600 4.6931 -0.24 0.84 -0.06 0.07
C 1.9510 9.0750 2.6284 2.47 0.58 0.96 -0.16
H -0.6395 -1.1007 7.7525 0.00 0.52 0.04 0.13
H -1.0308 -5.4146 -4.5245 -0.17 -0.23 -0.21 0.08
N 3.7255 -0.1313 -5.5677 -2.61 -0.91 3.44 0.17
C 1.0760 0.3489 -0.5664 1.82 -1.43 0.05 -0.65
H -1.3424 7.1626 2.6169 0.56 -0.38 0.52 0.13
C -4.0848 0.7003 1.2444 1.57 -0.80 0.52 -0.23
C 4.5217 4.0510 2.6272 0.01 2.75 3.41 -0.80
C -4.2043 0.9613 2.7424 0.07 -1.88 0.69 -0.44
N 0.6760 -0.4689 5.1233 1.68 1.81 -3.81 0.17
O 0.8243 -2.3380 0.0457 0.54 1.77 -0.71 -0.38
H 5.6796 2.5134 2.5559 0.22 -0.26 -0.81 0.13
O -1.8293 -3.9489 2.3169 -0.32 -0.15 -0.04 -0.06
H 0.3371 5.3727 2.8026 0.05 -0.40 0.01 0.07
H 2.4156 -4.7344 1.6239 -0.26 0.16 -0.06 0.02
N -5.2634 1.9049 2.9644 0.11 1.40 -0.30 0.04
H 1.5244 10.0349 2.3373 -0.27 -0.07 -0.07 0.09
H -1.3983 -4.9482 -2.8791 -0.25 -0.21 0.14 0.08
H -3.5936 -6.3545 -3.0003 -0.27 0.12 -0.45 0.14
N -1.7725 6.8876 0.6848 0.07 -0.44 0.18 0.01
F 0.1283 0.4895 -1.4798 0.17 0.17 -0.09 0.14
O 3.0113 -1.3323 0.3404 0.33 1.02 0.73 -0.35
S 1.8490 -1.4184 -0.5049 -0.05 -3.43 -2.64 0.51
N -1.8480 -7.4471 -2.8499 -0.71 -0.76 -0.39 0.01
H 3.0354 0.6012 -5.6533 0.28 -0.30 0.56 0.13
H -4.6276 0.6590 -1.3089 0.65 0.13 0.26 0.09
H -1.5282 -3.7288 3.1985 0.14 0.06 0.32 0.02
H -1.3199 6.6280 -0.1799 -0.31 0.33 -0.41 0.07
H -5.2446 2.3597 2.0628 -0.52 1.13 0.09 0.06
C -4.3939 -0.2854 3.6155 -0.07 -0.76 -0.33 -0.06
N 4.1357 4.9708 1.7911 -2.79 3.69 -2.14 0.15
H -5.2766 -0.8225 3.2683 -0.08 -0.16 0.02 0.08
O -5.2809 0.3353 0.6485 -0.33 0.70 1.82 -0.17
F 2.1391 1.1638 -0.8382 -1.09 0.02 -0.04 0.08
H -0.9752 -7.2914 -3.3336 0.62 -0.52 0.38 0.05
H 2.4523 9.1622 3.5924 -0.85 0.22 0.71 0.09
H -3.5540 -0.9792 3.5775 0.13 0.01 -0.55 0.07
H 0.7059 5.2545 1.1037 -0.29 0.13 -0.30 0.07
H 0.9499 7.7828 0.5981 -0.08 -0.27 -0.36 0.12
H 4.5980 -4.8129 -3.5944 -0.13 -0.17 -0.04 0.03
O 4.7047 0.7283 -7.3027 0.79 -1.59 0.10 -0.04
H 3.6987 5.7790 2.2106 -0.26 -0.16 -0.54 0.11
H 5.8471 -1.2632 3.1477 -0.14 0.00 0.18 0.03
C 0.0829 -1.2424 5.9604 0.54 -4.30 -1.23 -0.83
H 4.1318 4.7941 0.7967 -0.30 0.55 0.33 0.11
C -1.8443 -5.3058 -3.8071 -2.07 0.80 -0.65 -0.07
H 3.9659 -0.6849 -4.7578 -1.44 0.44 0.59 0.12
H -2.5641 -4.5593 -4.1429 0.56 0.70 -0.35 0.07
O 2.2576 -1.7671 -1.9294 -1.38 1.45 2.62 -0.40
H 0.9253 0.4396 5.4873 0.44 -0.17 -1.29 0.12
H 2.8900 8.8931 2.1057 -0.10 0.00 -1.32 0.08
C -0.7745 6.8576 1.7379 1.53 -0.36 -1.45 -0.39
H 5.5391 -1.8408 -5.5438 0.24 0.01 -0.43 0.10
H 5.5563 -1.5184 1.6841 -0.36 -0.01 -0.29 0.01
H -0.2258 8.8888 1.3336 0.13 0.47 0.01 0.11
H -3.2144 1.3362 3.0024 -0.06 0.67 0.20 0.13
H -6.1949 1.5144 2.9619 0.09 -0.72 0.24 0.07
C -0.1097 5.4128 1.8092 -0.91 1.83 1.14 -0.04
H -5.3711 -7.4430 -6.8644 0.05 -0.19 0.01 0.08
O -4.1072 -6.3906 -5.5876 1.66 -0.93 -1.05 -0.19
O 3.3561 -4.9114 1.6424 0.18 -0.36 0.17 -0.06
H -3.6012 -8.2024 -4.7804 0.24 -0.24 0.24 0.12
H -6.2379 0.2307 -1.0244 -0.20 -0.57 -0.31 0.09
H -4.9697 -1.0339 -0.8409 0.11 -0.10 -0.09 0.10
C 4.6642 -0.1758 -6.4276 1.28 3.16 -3.77 -0.76
H -0.9124 4.6804 1.7230 0.26 -0.13 -0.07 0.07
C -5.2300 0.0110 -0.6723 -0.92 0.03 -1.65 -0.14
O 6.2467 -1.5932 2.3429 0.38 0.03 0.04 -0.06
H -1.1758 -3.5595 1.7360 0.29 0.18 -0.30 0.01
F 0.5813 0.6809 0.6190 -0.11 0.23 0.14 0.12
H -2.1746 7.8141 0.6726 -0.09 0.03 -0.62 0.06
H -3.6294 1.6029 0.8368 -0.37 0.50 -0.53 0.12
H -4.7216 -5.9141 -7.4728 -0.74 0.44 0.47 0.08
H 0.8591 -0.8858 4.2217 0.48 0.80 -0.05 0.13
O 4.3800 4.1936 3.8401 -0.36 -1.03 0.22 0.02
C 0.3304 7.9624 1.4768 -1.65 -1.52 0.68 -0.22
H 3.7437 -4.2029 1.1287 0.03 0.30 -0.15 0.02
H -3.8006 -7.1792 -7.6646 1.08 -0.90 0.99 0.08
N 5.3265 3.2816 2.0035 2.91 -4.74 -0.93 0.17
H -3.3128 -0.0501 1.0740 0.12 -0.45 -0.02 0.13
N 5.5544 -1.1640 -6.2932 1.11 -0.21 -0.93 0.16
N -0.1779 -0.5830 7.0184 -2.24 1.98 5.78 0.16
O -0.0631 -2.4531 5.8174 -0.62 -0.27 -0.12 0.02
```
Forces are in eV/Å.

Its frontier orbital gap is 8.7996 eV. The strongest force on any atom is 6.5 eV/A. As for the charge: -1. For the lowest unoccupied orbital energy, the calculation gives 1.93 eV.

***

2.
Computed, not measured: a cluster of 3 separate species, C19H46BIN2O4 in total in a non-equilibrium geometry, with ωB97M-V with the def2-TZVPD basis set.

XYZ file:
```
73
Properties=species:S:1:pos:R:3:forces:R:3:lowdin_charge:R:1
H 2.1057 1.0722 2.2128 0.37 0.23 -0.04 0.04
H -0.5520 4.6245 -0.2753 0.17 0.25 -0.06 0.06
H 2.2490 -0.9298 -6.0306 0.00 -0.07 -0.02 0.09
I 4.4979 1.0429 3.4700 -0.52 -0.42 -0.38 0.73
C 3.4992 0.8959 0.5064 0.09 1.02 0.29 -0.30
H -5.0863 -2.0089 0.7893 0.03 -0.06 0.00 0.12
C 0.1245 -0.4997 -1.3310 0.31 -0.24 0.06 -0.21
H -0.0295 -1.8483 1.9293 -0.01 -0.02 -0.07 0.08
H 1.1982 -2.1041 -2.2173 0.09 -0.01 0.14 0.11
H 1.7025 3.4302 1.0311 0.23 0.31 -0.14 0.10
O -2.9093 -2.2539 5.1515 -0.12 0.31 0.08 -0.20
H 0.9856 3.0333 -0.5081 0.17 0.06 0.19 0.09
H -5.4248 -3.1130 3.1096 0.00 0.00 -0.03 0.12
H 1.6127 -3.4809 -3.8550 0.00 0.15 0.06 0.11
H -0.5770 -1.1934 -3.6968 -0.01 0.05 -0.01 0.07
H -1.6909 -0.8718 6.0112 -0.01 -0.06 -0.03 0.09
H 3.5542 5.3689 0.9932 -0.16 -0.07 -0.14 0.08
H 3.3207 6.3701 -0.4763 -0.07 -0.14 0.24 0.07
H 0.7326 -4.4257 -5.0344 0.00 0.02 -0.02 0.12
H -0.7826 0.9004 -3.5307 -0.14 0.07 0.04 0.08
H 0.4412 2.1526 -3.2609 0.04 -0.04 0.02 0.09
C -4.1655 -1.5564 1.1702 0.11 0.18 0.17 -0.19
H -4.5082 -3.4951 5.3007 -0.03 0.01 0.01 0.12
C -1.1106 -1.9256 2.0597 0.11 0.23 -0.17 -0.08
H -3.1024 -2.3635 -0.4846 0.05 0.03 0.00 0.12
C 0.3839 4.9812 0.1718 0.07 -0.98 0.46 -0.08
H -3.4440 -0.9753 2.9672 0.01 0.03 0.05 0.06
C 1.6324 -1.2990 -5.2103 -0.08 -0.02 -0.29 -0.10
C -2.9682 -2.3206 0.6001 -0.21 0.07 -0.34 -0.21
C 2.7182 4.2630 -0.7666 0.35 -0.72 0.22 -0.34
C 3.0251 0.5505 1.9316 -0.01 -0.21 -0.41 -0.61
H 2.5986 0.9497 -0.1288 0.04 -0.36 0.18 0.08
H 0.7098 -0.5154 -0.4065 -0.05 -0.01 0.05 0.11
H 4.6328 5.2058 -0.3908 -0.16 0.27 0.18 0.08
C 0.1581 -1.8908 -1.9404 -0.10 0.23 -0.19 -0.20
H -0.7782 1.8441 -2.0107 -0.08 -0.01 -0.04 0.08
B 3.6259 2.9497 -0.9425 0.13 0.36 1.14 -0.10
H 2.3866 4.5963 -1.7607 -0.04 0.10 0.27 0.12
H -3.6867 -3.4472 2.9857 -0.06 -0.17 0.07 0.10
N -0.7366 -1.9858 -3.0905 0.14 -0.15 0.09 -0.05
H 0.8545 -0.5537 -5.0272 0.08 0.08 0.16 0.07
C 3.5828 5.3751 -0.1000 0.25 -0.29 -0.63 -0.07
H 2.7785 -0.5155 1.9883 0.37 0.17 0.27 0.04
H -4.9476 -1.7875 5.2124 0.07 0.11 -0.06 0.12
O -1.7180 -1.6803 0.8018 -0.05 -0.20 0.22 -0.21
C 4.2373 2.2830 0.3877 -0.70 0.03 -1.04 -0.22
C -4.2634 -2.5442 4.8196 0.04 -0.45 -0.17 -0.21
C -0.5688 -3.2065 -3.8785 -0.08 0.24 -0.07 -0.20
C -2.7076 -0.9339 5.6250 0.13 -0.18 -0.05 -0.11
H 3.8242 2.4333 -1.9937 -0.01 -0.06 -0.22 0.08
C -0.1501 1.3763 -2.7749 0.25 -0.05 0.03 -0.11
H -1.3418 -2.9218 2.4436 -0.08 0.03 0.03 0.09
H 0.6745 5.9166 -0.3091 0.02 -0.06 0.21 0.07
C 0.7794 -3.4394 -4.5649 -0.17 -0.26 -0.11 -0.23
H -4.1262 -0.5384 0.7745 -0.01 -0.04 -0.09 0.12
C 1.4652 3.8574 0.0482 -0.63 0.15 -0.89 -0.23
C -4.4290 -2.7115 3.3178 0.14 0.32 0.11 -0.21
H -2.8158 -0.1997 4.8204 -0.09 0.11 0.08 0.08
H -1.3358 -3.1848 -4.6567 0.03 -0.09 -0.03 0.12
H -0.7916 -4.0657 -3.2376 0.07 0.00 0.02 0.12
H -3.4019 -0.6945 6.4350 -0.02 0.06 -0.03 0.09
H 0.1592 5.1121 1.2367 0.05 0.48 -0.25 0.07
H -0.8932 -0.2051 -1.0710 -0.02 0.02 -0.11 0.11
H 4.0090 2.9407 1.2339 0.23 -0.32 0.03 0.05
O 0.7506 0.4496 -2.1939 -0.22 0.16 -0.02 -0.21
O 1.0635 -2.5323 -5.6163 0.10 0.03 0.22 -0.18
H 2.2637 -1.4063 -4.3250 -0.07 0.00 0.06 0.09
H 4.1505 0.1282 0.0792 -0.19 -0.02 0.22 0.11
H -0.1520 -2.6175 -1.1853 -0.02 0.01 0.00 0.12
H -1.4042 -1.1659 2.7879 -0.02 -0.12 0.16 0.07
N -4.2748 -1.4367 2.6241 -0.01 -0.22 -0.10 -0.05
H -2.9286 -3.3606 0.9419 0.04 0.02 0.17 0.11
H 5.3151 2.1024 0.3135 -0.15 0.16 0.20 0.09
```
Forces are in eV/Å.

The SMILES is CC[C@@H](C)BCCCI.COCCNCCOC.COCCNCCOC. Its frontier orbital gap is 9.0960 eV. The strongest force on any atom is 1.3 eV/A. For the lowest unoccupied orbital energy, the calculation gives 0.44 eV.

***

3.
Computed, not measured: a structure of composition C30H42Cl4KN3O6SSeSi2 in a non-equilibrium geometry, with ωB97M-V with the def2-TZVPD basis set.

XYZ file:
```
90
Properties=species:S:1:pos:R:3:forces:R:3:lowdin_charge:R:1
H 3.1835 -2.6703 -5.0101 -0.03 -0.01 -0.05 0.09
N -0.1746 0.8128 2.4825 0.06 0.63 -0.38 -0.40
C -5.0733 -0.2418 4.4116 0.15 0.03 -0.12 -0.12
C 2.2153 -2.8869 -0.6321 -0.15 0.13 -0.03 -0.23
H 2.0440 0.7492 -2.9125 0.01 -0.02 0.02 0.09
C 3.0490 0.3597 -3.0427 -0.04 0.06 -0.02 -0.10
Cl 1.9716 2.7964 2.1453 0.21 0.16 -0.13 0.29
H 4.8718 -0.8708 1.4057 -0.01 0.04 0.05 0.10
C -5.7024 -1.2060 5.1727 0.00 -0.07 0.07 -0.18
Si 1.7760 -2.0999 -2.3386 -0.40 0.23 0.29 0.54
O -3.4590 0.0502 -0.0501 -0.91 -0.30 0.30 -0.52
C 5.3809 0.7104 -3.5226 -0.04 -0.01 0.00 -0.12
O -4.1008 3.6535 0.6569 -0.47 0.07 0.13 -0.51
C 1.4848 -2.6473 1.7228 0.10 -0.03 -0.01 -0.19
H -3.3553 6.4466 -1.8608 -0.02 0.02 0.02 0.07
O -4.6379 1.1856 -1.7461 -0.31 0.25 0.04 -0.33
C 0.8222 -5.6345 -4.3524 -0.03 -0.12 -0.04 -0.12
H -4.4259 5.4633 -0.8364 -0.02 0.05 0.02 0.06
C 1.0194 -4.6698 -3.3785 0.14 0.06 0.12 -0.11
Cl -3.4936 0.3764 -1.4539 -1.11 -0.15 -0.89 0.60
Cl 2.1603 0.8020 4.7291 0.15 -0.21 0.15 0.22
H 2.8503 -4.3784 -6.7460 -0.01 0.01 0.00 0.09
H -0.0258 -0.6518 -3.1987 0.03 0.01 0.02 -0.05
C 4.0057 -2.7453 2.0391 -0.02 0.09 0.04 -0.21
C -3.1578 4.2986 -2.1297 -0.13 0.05 0.12 -0.28
H -1.1062 5.8431 2.3186 0.01 0.02 -0.02 0.10
C 2.5196 -3.5058 -4.8130 0.07 0.03 0.18 -0.11
C -1.5960 3.9012 1.5711 -0.23 -0.07 -0.22 -0.38
H 4.7679 -2.9383 2.8006 0.01 -0.02 -0.02 0.10
H -3.8139 3.4278 -2.1749 0.03 -0.01 -0.06 0.08
H 2.2203 -0.0618 1.1158 -0.02 0.03 -0.03 0.07
H -1.5621 3.2504 2.4399 0.05 -0.08 0.00 -0.02
Cl -0.0568 3.1067 4.7536 -0.10 0.15 0.14 0.24
O -3.5287 -0.8244 -2.2233 0.05 -0.32 -0.21 -0.32
H 1.3170 -6.2827 -6.3457 0.00 -0.01 0.00 0.08
O -1.2213 0.0208 3.0132 -0.65 -0.38 0.47 -0.64
H -0.6183 3.8680 1.0864 0.04 -0.05 0.08 0.07
H 6.6147 -1.0417 -3.4333 -0.01 -0.02 0.01 0.09
H -4.7886 5.6711 -2.5551 0.02 0.02 -0.01 0.06
H 3.2661 -3.2212 -0.5971 0.00 -0.08 -0.12 0.07
H 1.0337 -1.8761 2.3538 -0.05 0.04 0.01 0.10
H 1.6099 -3.7947 -0.5238 0.00 -0.01 -0.06 0.07
H -1.3014 3.3905 -1.4629 0.07 0.08 -0.01 0.08
H 4.7572 -2.5446 -2.8395 -0.01 0.01 -0.01 0.10
H -5.5856 0.6679 4.1232 -0.09 -0.04 0.04 0.10
H -1.6396 4.9913 -0.7361 0.03 0.00 0.03 0.08
H 0.4815 -4.7495 -2.4381 -0.06 -0.01 -0.05 0.09
C 4.5582 -1.4869 -2.9903 0.02 -0.04 0.05 -0.12
H 2.5237 -3.1140 3.5658 0.01 -0.07 0.02 0.10
Se -2.9187 0.8149 2.9194 0.84 0.02 0.29 1.17
C -2.0779 4.0533 -1.0791 -0.25 -0.34 0.04 -0.32
H 4.3310 -3.2572 1.1316 0.01 -0.02 0.02 0.09
H 6.1999 1.3714 -3.7832 0.00 0.00 0.01 0.08
C -3.7521 -0.4600 4.0105 -0.16 -0.15 0.15 -0.50
H -3.3576 6.3220 3.3548 0.01 -0.02 0.06 0.06
C 2.6556 -3.3095 2.4973 0.02 0.04 -0.15 -0.17
K -1.0709 0.2124 -0.0108 2.58 -0.84 1.21 0.70
H -3.9063 4.7271 2.8140 -0.06 -0.02 0.02 0.06
C 2.3318 -4.4672 -5.7966 0.01 -0.09 -0.09 -0.12
H -2.1112 -1.8403 4.1326 -0.03 -0.06 0.02 0.10
H 0.1419 -6.4600 -4.1710 0.01 0.01 0.02 0.09
H -3.4121 -3.4620 5.5172 0.07 0.03 -0.04 0.10
C -3.1351 -1.6413 4.4169 0.13 0.17 -0.10 -0.08
C 1.4768 -5.5377 -5.5747 0.04 0.05 0.02 -0.13
Si 0.8087 1.7252 3.4510 -0.41 -0.28 -0.02 -0.79
H -2.4138 5.8512 1.1357 0.04 0.03 0.01 0.09
C -2.0032 5.3094 1.9938 -0.16 -0.04 -0.07 -0.28
C 5.6107 -0.6449 -3.3256 0.08 0.02 -0.02 -0.12
N -5.1256 -2.3425 5.5684 -0.01 -0.04 0.03 0.03
C 4.0929 1.2110 -3.3794 0.07 0.03 -0.03 -0.10
C -3.0372 5.3035 3.1216 0.15 -0.01 -0.12 -0.11
C -3.8628 -2.5313 5.1862 -0.12 -0.02 0.07 -0.17
C 2.7944 -0.9124 0.7374 -0.02 0.11 0.08 -0.18
H -2.6122 4.8499 4.0198 -0.04 0.02 0.01 0.05
N 1.8668 -2.0026 0.4825 -0.01 -0.19 0.11 -0.22
H -2.6832 4.3969 -3.1093 0.03 -0.06 0.00 0.11
H 3.9066 2.2694 -3.5255 -0.01 -0.01 0.00 0.09
C -3.9830 5.5504 -1.8271 0.07 -0.12 -0.04 -0.12
C 0.2307 -1.1918 -2.2808 0.53 -0.17 -0.18 -0.30
C 3.2565 -1.0061 -2.8416 -0.13 0.03 -0.01 -0.26
H 0.7092 -3.3869 1.5057 -0.02 0.05 0.04 0.11
H -0.6191 -1.8307 -2.0115 -0.03 0.01 0.09 -0.05
H 2.6493 -4.3944 2.3560 -0.02 0.01 0.05 0.09
H 3.6982 -0.7337 2.7107 0.01 0.03 0.01 0.07
S -2.7474 3.1130 0.3636 0.81 1.11 0.23 0.87
C 3.9097 -1.2434 1.7675 -0.02 -0.12 -0.08 -0.16
H 3.2330 -0.6039 -0.2093 0.00 -0.01 -0.07 0.10
H -6.7294 -1.0697 5.4978 0.00 0.08 -0.05 0.09
C 1.8723 -3.5754 -3.5742 -0.06 -0.01 -0.13 -0.22
O -2.2964 1.1245 -1.7559 -0.29 0.62 -1.28 -0.52
```
Forces are in eV/Å.

Its frontier orbital gap is 5.2103 eV. The strongest force on any atom is 3.0 eV/A. As for the charge: -2. For the lowest unoccupied orbital energy, the calculation gives 4.02 eV.

***

4.
Computed, not measured: an isolated molecule of C4H6S in a non-equilibrium geometry, with ωB97M-V with the def2-TZVPD basis set.

XYZ file:
```
11
Properties=species:S:1:pos:R:3:forces:R:3:nbo_charge:R:1
S -1.1067 -3.1341 -0.9855 -0.25 -0.36 -0.16 0.04
C -0.1203 -1.8920 -0.7511 1.08 0.12 0.04 -0.29
H -0.9097 1.7718 0.8715 0.29 0.08 -0.15 0.22
H 0.7012 1.8311 1.5615 0.33 -0.17 0.46 0.23
H 1.4714 0.0762 -0.1577 -0.15 -0.04 -0.03 0.20
H 0.9662 -1.9704 -0.9890 -0.71 -0.06 0.10 0.19
H 0.4832 2.4510 -0.0181 -0.05 0.14 -0.28 0.23
C -0.5005 -0.6156 -0.1875 -0.04 -0.08 -0.40 -0.30
H -1.5730 -0.4873 -0.0478 0.23 0.26 0.26 0.22
C 0.1595 1.6571 0.6469 -0.69 -0.13 -0.16 -0.65
C 0.4286 0.3123 0.0569 -0.03 0.24 0.33 -0.08
```
Forces are in eV/Å.

The SMILES is C/C=C/C=S. Its frontier orbital gap is 8.1905 eV. The strongest force on any atom is 1.1 eV/A. For the lowest unoccupied orbital energy, the calculation gives -0.41 eV.